95
Properties=species:S:1:pos:R:3 method="wB97M-V/def2-TZVPD" homo_energy_ev="-8.0 / -8.0" fmax_ev_per_a=3.2 molar_mass_g_mol=636.622 spin_multiplicity=2 homo_lumo_gap_ev="8.66 / 8.05"
C -1.96303 3.62162 5.68091
C -3.02600 4.22602 4.72820
C -4.17138 4.71764 5.62686
C -3.45669 3.11856 3.75202
C -4.31136 3.61200 2.56636
Br -4.07543 2.25057 1.12914
C -5.82117 3.55999 2.95159
C -6.75010 4.68791 2.49958
N -8.13681 4.16338 2.46272
C -3.77214 4.92432 1.96572
C -3.16960 5.98827 2.91899
C -2.18980 6.83068 2.07217
C -4.19590 7.00126 3.48983
N -2.35471 5.34034 3.99362
O -1.23067 4.91903 3.51846
H -1.20200 4.36046 5.92724
H -2.42912 3.31886 6.62006
H -1.49376 2.73974 5.24986
H -3.81720 5.59920 6.17030
H -4.41105 3.96529 6.37515
H -5.05949 5.03503 5.08316
H -2.57444 2.59742 3.38523
H -4.07276 2.42176 4.32578
H -5.91512 3.43884 4.03258
H -6.24925 2.65192 2.52981
H -6.71584 5.50602 3.22450
H -6.51681 5.04127 1.49644
H -8.59392 4.35754 3.34635
H -8.67641 4.67353 1.77349
H -4.51515 5.41509 1.33738
H -2.95395 4.64931 1.30091
H -1.61764 6.22893 1.37056
H -1.50085 7.34591 2.74301
H -2.75073 7.57746 1.50807
H -4.22628 7.00141 4.57627
H -3.90718 8.01295 3.20438
H -5.18985 6.83898 3.07902
O -2.64882 -1.65528 -2.21486
P -1.43437 -1.86782 -1.40378
N -1.85526 -2.82652 -0.08800
C -1.26703 -2.77481 1.23295
C -2.80097 -3.90770 -0.30654
N -0.91880 -0.30855 -0.89962
C -1.11253 0.16254 0.46186
C -1.27323 0.72900 -1.86230
N 0.05614 -2.45852 -1.79893
C 0.12437 -3.86179 -2.21341
C 1.25613 -1.66140 -2.05230
H -0.18867 -2.59475 1.19210
H -1.40458 -3.73611 1.73193
H -1.72520 -2.00964 1.86240
H -2.29331 -4.86212 -0.49774
H -3.43740 -3.67961 -1.16004
H -3.45098 -4.03571 0.56244
H -2.16038 0.12637 0.78493
H -0.77601 1.19872 0.53500
H -0.50596 -0.39820 1.16745
H -2.31523 1.05651 -1.77179
H -1.12939 0.37640 -2.88302
H -0.61805 1.59107 -1.70988
H 0.44500 -4.50269 -1.38528
H 0.82595 -3.98847 -3.03694
H -0.84836 -4.22049 -2.55694
H 1.74295 -1.38482 -1.11596
H 1.04952 -0.75140 -2.61312
H 1.96611 -2.24741 -2.63612
O 4.14134 -3.48567 -3.20916
P 5.45988 -4.04320 -3.56748
N 5.84407 -5.23009 -2.44659
C 7.17036 -5.57815 -1.98064
C 4.77515 -6.10137 -1.98274
N 6.56607 -2.73074 -3.47877
C 7.50451 -2.58465 -2.37810
C 5.92928 -1.45397 -3.78998
N 6.02384 -4.69275 -4.97943
C 5.40988 -5.94740 -5.41966
C 6.85705 -3.99669 -5.95939
H 7.91126 -5.53012 -2.78393
H 7.17040 -6.60716 -1.61744
H 7.50246 -4.94053 -1.16008
H 4.73142 -7.03502 -2.55736
H 3.81474 -5.59637 -2.07385
H 4.91343 -6.35542 -0.92958
H 7.01822 -2.56342 -1.39333
H 8.04596 -1.64541 -2.50515
H 8.25399 -3.36964 -2.38291
H 5.37852 -1.03561 -2.94021
H 5.22481 -1.56179 -4.61394
H 6.69794 -0.74079 -4.09867
H 6.03172 -6.80748 -5.15242
H 5.26081 -5.95136 -6.49862
H 4.42905 -6.08901 -4.96171
H 7.90603 -4.01776 -5.66228
H 6.56269 -2.95920 -6.10230
H 6.76547 -4.49872 -6.92242